Density functional theory data (the ωB97M-V functional and the def2-TZVPD basis) for a cluster of 14 separate species, C94H207N9O14 in total at a distorted geometry.

```
324
Properties=species:S:1:pos:R:3:mulliken_charge:R:1
C -0.146 -3.058 3.362 -0.185
C -0.507 -3.216 4.884 0.824
C -0.460 -4.702 5.318 -1.646
C 1.011 -5.228 5.345 -0.186
C 1.719 -4.359 6.387 -1.490
C 1.742 -2.869 6.065 1.989
N 0.337 -2.483 5.817 0.007
O 0.345 -1.136 5.304 1.495
C 2.254 -2.014 7.218 -1.559
C 2.729 -2.597 4.861 -1.124
C -1.917 -2.630 5.140 -0.838
H -0.215 -1.979 3.078 -0.285
H -0.940 -3.577 2.751 0.369
H 0.865 -3.489 3.100 -0.460
H -0.830 -4.678 6.336 0.468
H -1.139 -5.192 4.665 0.509
H 1.467 -5.137 4.353 -0.105
H 1.011 -6.224 5.696 0.541
H 2.814 -4.642 6.471 0.400
H 1.174 -4.473 7.351 0.256
H 2.248 -1.016 6.815 0.153
H 1.561 -2.021 8.118 0.325
H 3.345 -2.210 7.466 0.350
H 3.763 -2.863 5.105 0.754
H 2.451 -3.111 3.994 -0.603
H 2.711 -1.533 4.578 0.066
H -2.119 -2.607 6.217 0.457
H -2.624 -3.326 4.597 0.376
H -1.919 -1.622 4.754 -0.229
H -0.207 -0.612 5.870 -0.472
C -1.581 1.208 3.665 0.204
C -2.322 1.697 4.909 1.926
C -3.690 1.042 4.899 -0.203
C -4.386 1.204 6.201 -0.794
C -3.611 0.590 7.314 -1.133
C -2.227 1.194 7.456 1.144
N -1.619 1.187 6.105 1.035
O -0.304 1.775 6.208 -0.320
C -2.426 2.597 8.229 -1.453
C -1.302 0.336 8.311 -1.645
C -2.449 3.248 4.848 -1.255
H -0.751 1.896 3.402 -0.339
H -2.328 1.118 2.896 -0.311
H -1.229 0.187 3.896 -0.262
H -4.264 1.363 4.021 -0.165
H -3.529 -0.017 4.802 -0.228
H -5.419 0.840 6.120 0.460
H -4.546 2.331 6.414 0.180
H -3.455 -0.437 7.081 0.255
H -4.065 0.629 8.325 0.343
H -3.354 3.048 7.867 0.386
H -2.421 2.328 9.262 0.528
H -1.617 3.305 7.989 0.115
H -0.329 0.845 8.289 0.427
H -1.493 0.277 9.370 0.534
H -1.288 -0.713 7.920 -0.005
H -1.492 3.710 4.571 0.248
H -2.879 3.652 5.776 0.404
H -3.238 3.495 4.084 -0.095
H -0.638 2.698 6.286 0.221
C -1.938 -7.972 -1.917 -2.035
C -1.039 -6.784 -1.994 2.589
C -0.625 -6.373 -0.581 -0.843
C 0.256 -7.390 0.157 -0.960
C 1.577 -7.420 -0.668 -1.229
C 1.301 -7.817 -2.114 1.673
N 0.224 -7.011 -2.684 0.524
O -0.038 -7.450 -3.933 -0.227
C 2.644 -7.478 -2.827 -2.018
C 1.116 -9.405 -2.239 -1.826
C -1.816 -5.685 -2.733 -2.389
H -1.518 -8.713 -1.273 0.367
H -2.160 -8.475 -2.882 0.296
H -2.871 -7.772 -1.508 0.564
H -0.036 -5.453 -0.581 -0.450
H -1.554 -6.046 -0.085 0.560
H -0.183 -8.383 0.104 0.372
H 0.373 -7.173 1.207 0.434
H 2.240 -8.140 -0.269 0.837
H 2.010 -6.400 -0.670 -0.054
H 2.663 -6.387 -3.020 0.404
H 3.539 -7.817 -2.341 0.397
H 2.662 -7.946 -3.838 0.344
H 1.899 -9.941 -1.672 0.404
H 0.158 -9.852 -1.971 0.254
H 1.342 -9.659 -3.246 0.609
H -2.817 -5.496 -2.295 0.529
H -2.017 -6.075 -3.735 0.511
H -1.255 -4.761 -2.882 0.198
H -0.247 -8.401 -3.889 0.256
C 3.275 1.498 5.104 -1.505
C 3.153 2.079 3.680 2.278
C 1.946 3.055 3.595 -0.717
C 2.220 4.331 4.302 -1.515
C 3.424 4.951 3.572 -0.702
C 4.695 4.134 3.624 0.977
N 4.280 2.836 3.072 1.194
O 5.487 2.059 2.836 -0.445
C 5.709 4.759 2.606 -1.702
C 5.325 4.044 5.094 -1.392
C 2.831 0.879 2.832 -0.726
H 3.141 2.269 5.843 0.435
H 4.233 0.997 5.228 0.353
H 2.470 0.764 5.289 -0.301
H 1.827 3.292 2.521 0.349
H 1.060 2.513 3.900 -0.505
H 2.394 4.227 5.351 0.483
H 1.262 4.830 4.155 0.757
H 3.612 5.972 3.916 0.651
H 3.201 4.991 2.502 -0.386
H 5.178 4.804 1.653 0.220
H 6.070 5.744 2.891 0.448
H 6.547 4.145 2.369 0.369
H 6.194 3.370 5.082 0.312
H 5.575 5.045 5.483 0.395
H 4.582 3.599 5.750 0.309
H 1.844 0.459 2.982 0.068
H 3.622 0.077 2.854 -0.044
H 2.817 1.189 1.795 -0.314
H 5.926 1.902 3.701 0.246
C -6.877 3.248 -1.596 -1.596
C -6.872 3.829 -0.107 2.107
C -6.453 2.738 0.818 -2.226
C -4.967 2.434 0.877 2.360
C -4.189 3.747 1.098 -1.676
C -4.459 4.773 -0.002 1.988
N -5.943 5.019 0.064 0.009
O -6.235 6.021 -0.819 -0.507
C -3.929 6.101 0.458 -1.678
C -3.901 4.345 -1.379 -0.436
C -8.259 4.401 0.229 -2.012
H -7.574 2.389 -1.583 0.414
H -5.882 2.934 -1.871 0.219
H -7.352 3.920 -2.327 0.456
H -6.688 3.092 1.818 0.531
H -7.076 1.845 0.662 0.414
H -4.643 1.896 -0.002 -0.676
H -4.873 1.753 1.756 -0.999
H -3.145 3.503 1.146 0.563
H -4.573 4.131 2.065 0.438
H -4.051 6.900 -0.333 0.340
H -4.610 6.470 1.250 0.514
H -2.863 5.966 0.749 0.051
H -3.894 3.266 -1.586 -0.437
H -4.531 4.778 -2.193 0.233
H -2.908 4.748 -1.501 0.077
H -8.263 4.595 1.344 0.396
H -9.050 3.655 0.148 0.400
H -8.548 5.270 -0.379 0.335
H -6.241 5.611 -1.743 0.469
C 2.802 -3.383 -0.691 -1.344
C 3.923 -2.952 0.261 2.231
C 4.333 -4.048 1.182 -0.807
C 5.694 -3.869 1.770 -0.652
C 6.701 -3.801 0.546 -1.657
C 6.445 -2.561 -0.251 1.612
N 5.039 -2.585 -0.658 -0.159
O 4.781 -1.480 -1.522 2.395
C 6.961 -1.320 0.497 -1.730
C 7.266 -2.602 -1.568 -1.967
C 3.466 -1.791 1.182 -0.590
H 3.198 -4.198 -1.292 0.662
H 2.627 -2.540 -1.384 -0.546
H 1.870 -3.535 -0.180 0.395
H 3.576 -4.207 1.939 -0.413
H 4.379 -4.984 0.541 0.339
H 5.994 -4.724 2.395 0.528
H 5.748 -3.041 2.457 0.280
H 6.616 -4.691 -0.095 0.283
H 7.631 -3.751 1.048 0.569
H 6.820 -0.363 -0.059 -0.027
H 6.540 -1.138 1.450 0.377
H 8.061 -1.378 0.535 0.550
H 8.290 -2.843 -1.383 0.553
H 6.802 -3.279 -2.233 0.483
H 7.144 -1.630 -2.007 0.158
H 3.307 -0.907 0.586 0.164
H 4.223 -1.488 1.998 -0.160
H 2.518 -1.996 1.672 0.196
H 4.795 -0.719 -0.916 -1.109
C -6.576 -0.451 -6.049 -1.748
C -6.884 -1.880 -5.407 1.466
C -5.726 -2.884 -5.596 -1.501
C -4.547 -2.452 -4.681 -0.580
C -4.999 -2.369 -3.230 -0.140
C -6.131 -1.276 -3.090 2.540
N -7.185 -1.727 -4.008 -0.029
O -8.219 -0.787 -3.803 -0.543
C -6.720 -1.569 -1.643 -2.466
C -5.628 0.160 -3.150 -1.095
C -8.147 -2.453 -6.103 -1.909
H -5.717 0.069 -5.683 0.389
H -7.449 0.175 -5.938 0.380
H -6.318 -0.552 -7.073 0.500
H -6.111 -3.870 -5.295 0.293
H -5.355 -2.869 -6.584 0.518
H -4.320 -1.440 -5.076 0.018
H -3.676 -3.071 -4.705 0.873
H -4.157 -2.015 -2.656 -1.084
H -5.307 -3.388 -2.852 0.500
H -5.980 -1.759 -0.840 -0.035
H -7.239 -0.605 -1.372 0.501
H -7.379 -2.412 -1.678 0.704
H -4.804 0.385 -3.834 0.041
H -6.440 0.879 -3.340 0.456
H -5.254 0.435 -2.133 0.077
H -8.055 -2.443 -7.209 0.369
H -8.981 -1.783 -5.859 0.422
H -8.333 -3.426 -5.750 0.455
H -8.472 -1.126 -2.890 0.487
C 2.049 5.979 -3.001 -1.939
C 1.208 6.699 -1.902 1.944
C 1.298 5.748 -0.678 -0.092
C 0.790 6.477 0.554 0.164
C 1.598 7.736 0.843 -1.501
C 1.540 8.775 -0.369 1.858
N 1.919 8.033 -1.624 0.095
O 1.711 8.827 -2.751 -0.489
C 0.152 9.448 -0.338 -1.620
C 2.634 9.778 0.013 -2.089
C -0.245 6.798 -2.407 -1.712
H 2.056 6.631 -3.846 0.653
H 1.536 5.109 -3.347 0.348
H 3.116 5.807 -2.674 0.150
H 0.734 4.857 -0.812 0.054
H 2.323 5.501 -0.538 -0.171
H 0.814 5.730 1.391 -0.293
H -0.266 6.764 0.461 0.063
H 2.623 7.329 0.994 0.251
H 1.413 8.201 1.795 0.613
H 0.030 10.240 -1.107 0.431
H -0.660 8.754 -0.363 0.270
H 0.169 10.015 0.635 0.406
H 2.753 10.529 -0.794 0.409
H 2.394 10.301 0.937 0.367
H 3.547 9.249 0.104 0.481
H -0.314 7.558 -3.252 0.447
H -0.967 7.156 -1.684 0.228
H -0.556 5.809 -2.805 0.328
H 0.783 9.172 -2.746 0.372
C -0.563 -0.359 -0.082 -0.585
C -0.402 0.764 -1.147 2.293
C 1.041 1.372 -1.338 -0.242
C 1.922 0.409 -2.104 1.690
C 1.297 -0.082 -3.432 0.322
C -0.190 -0.580 -3.372 2.692
N -0.869 0.417 -2.498 -0.276
O -2.313 0.014 -2.383 0.495
C -0.824 -0.466 -4.756 -2.247
C -0.249 -2.057 -2.924 -1.134
C -1.276 1.925 -0.718 -1.288
H -0.466 -0.113 0.962 0.367
H -0.025 -1.293 -0.273 -0.670
H -1.566 -0.734 -0.187 -0.145
H 1.014 2.352 -1.841 -0.073
H 1.447 1.547 -0.313 -0.413
H 2.059 -0.407 -1.398 -0.852
H 2.908 0.827 -2.288 -0.655
H 1.806 -0.942 -3.775 -0.601
H 1.340 0.705 -4.208 -0.579
H -1.605 -1.198 -4.854 0.158
H -1.235 0.514 -4.864 0.425
H -0.005 -0.630 -5.476 0.494
H 0.125 -2.648 -3.760 0.943
H 0.313 -2.261 -1.988 -0.673
H -1.290 -2.214 -2.746 -0.187
H -2.278 1.521 -0.385 -0.376
H -1.333 2.713 -1.509 0.423
H -0.825 2.464 0.124 0.355
H -2.648 0.739 -2.904 0.032
C 5.880 -1.249 -4.874 -1.303
C 4.658 -2.158 -4.731 2.976
C 4.329 -2.748 -6.129 -1.283
O 4.859 -3.299 -3.853 -0.784
H 5.709 -0.424 -5.568 0.338
H 6.776 -1.725 -5.237 0.433
H 6.180 -0.836 -3.922 -0.062
H 3.825 -1.568 -4.354 -1.514
H 3.439 -3.449 -6.164 -0.068
H 5.222 -3.088 -6.615 0.563
H 4.056 -1.902 -6.854 0.208
H 4.765 -3.013 -2.921 -0.020
C -4.117 -1.305 1.525 -0.020
C -4.462 -2.790 1.392 -0.243
C -3.629 -3.403 0.312 0.215
O -4.130 -3.453 2.616 -0.474
H -4.273 -0.640 0.666 -0.169
H -3.047 -1.183 1.805 -0.290
H -4.591 -0.713 2.300 0.681
H -5.555 -2.866 1.132 0.384
H -2.550 -3.320 0.597 -0.360
H -3.805 -2.658 -0.449 -0.689
H -3.843 -4.388 -0.090 0.660
H -4.809 -3.095 3.217 0.398
C 3.804 2.380 -4.747 0.381
C 3.011 2.466 -6.018 0.864
C 2.628 3.926 -6.439 -1.379
O 3.797 2.087 -7.178 -0.635
H 3.759 1.451 -4.232 -0.579
H 3.403 3.136 -4.070 -0.362
H 4.841 2.609 -4.894 0.604
H 2.146 1.791 -5.924 -0.118
H 2.007 4.369 -5.617 0.196
H 2.048 3.852 -7.373 0.408
H 3.483 4.521 -6.590 0.387
H 3.770 1.114 -7.300 0.316
C 1.815 -5.725 -7.601 -1.108
C 0.941 -5.595 -6.311 0.873
O -0.437 -5.882 -6.564 -0.684
H 2.868 -5.293 -7.342 0.212
H 1.489 -5.123 -8.485 0.280
H 2.011 -6.747 -7.919 0.379
H 0.961 -4.516 -6.071 -0.174
H 1.375 -6.233 -5.516 -0.106
H -0.741 -6.456 -5.874 0.355
C 4.790 3.492 -0.873 -0.183
C 5.522 2.144 -0.902 -0.960
O 4.758 1.136 -0.232 0.812
H 3.846 3.574 -1.392 -0.235
H 5.504 4.215 -1.328 0.702
H 4.633 3.812 0.150 -0.554
H 6.410 2.244 -0.373 0.670
H 5.729 1.747 -1.860 0.371
H 4.805 1.225 0.736 -0.611
```

Output
2S+1: 1
Frontier orbital gap (hartree): 0.3194